(1)
{"formula": "C35H48N4O5S3SeTc", "method": "wB97M-V/def2-TZVPD", "e_homo_ev": [-12.718, -12.710], "homo_lumo_gap_ev": [7.08, 6.17], "total_charge": 2, "s_squared": 3.78, "multiplicity": 4, "largest_force_ha_per_bohr": 0.0294, "elements": ["Tc", "N", "C", "C", "C", "C", "N", "C", "N", "N", "C", "O", "O", "H", "H", "H", "H", "H", "H", "H", "H", "H", "H", "H", "H", "H", "H", "O", "C", "C", "O", "O", "C", "C", "C", "C", "C", "C", "C", "C", "C", "C", "C", "C", "H", "H", "H", "H", "H", "H", "H", "H", "H", "H", "H", "C", "C", "S", "C", "C", "S", "C", "C", "S", "H", "H", "H", "H", "H", "H", "H", "H", "H", "H", "H", "H", "C", "C", "C", "C", "C", "C", "Se", "C", "C", "C", "H", "H", "H", "H", "H", "H", "H", "H", "H", "H", "H"], "xyz": [[-0.090, -0.101, -0.556], [-1.471, 1.043, 0.533], [-2.838, 1.047, -0.064], [-3.868, 1.152, 1.070], [-5.369, 1.082, 0.758], [-5.918, 2.149, -0.198], [-5.802, 1.703, -1.585], [-6.531, 2.147, -2.592], [-6.458, 1.529, -3.775], [-7.321, 3.213, -2.456], [-2.957, -0.159, -1.007], [-4.012, -0.448, -1.540], [-1.847, -0.792, -1.234], [-1.491, 0.632, 1.471], [-1.138, 1.995, 0.652], [-2.884, 1.925, -0.715], [-3.672, 2.098, 1.584], [-3.646, 0.361, 1.793], [-5.883, 1.205, 1.711], [-5.642, 0.093, 0.389], [-5.386, 3.096, -0.061], [-6.971, 2.318, 0.036], [-5.242, 0.853, -1.722], [-5.920, 0.685, -3.877], [-6.993, 1.842, -4.567], [-7.373, 3.715, -1.588], [-7.904, 3.530, -3.211], [-0.149, -1.216, 1.374], [1.018, -0.932, 2.213], [2.134, -0.452, 1.246], [3.305, -0.580, 1.434], [1.658, 0.198, 0.177], [0.612, 0.239, 3.105], [-0.677, 0.278, 3.634], [-1.059, 1.315, 4.473], [-0.152, 2.315, 4.801], [1.138, 2.263, 4.297], [1.523, 1.229, 3.453], [1.371, -2.170, 3.027], [0.403, -3.146, 3.260], [0.704, -4.272, 4.014], [1.965, -4.421, 4.567], [2.918, -3.431, 4.372], [2.627, -2.309, 3.613], [-0.169, -2.173, 1.166], [-1.370, -0.534, 3.438], [-2.056, 1.326, 4.894], [-0.446, 3.119, 5.464], [1.855, 3.030, 4.561], [2.537, 1.205, 3.072], [-0.606, -3.048, 2.876], [-0.056, -5.026, 4.176], [2.200, -5.296, 5.159], [3.900, -3.530, 4.817], [3.384, -1.553, 3.472], [3.239, -2.068, -2.688], [2.025, -2.037, -3.625], [0.410, -1.602, -2.911], [-0.434, -3.191, -2.738], [0.221, -4.235, -1.847], [0.503, -3.655, -0.150], [2.123, -4.342, 0.281], [3.326, -3.553, -0.220], [3.671, -3.694, -2.000], [3.134, -1.354, -1.870], [4.108, -1.759, -3.268], [1.898, -2.996, -4.128], [2.182, -1.289, -4.402], [-0.553, -3.604, -3.740], [-1.427, -2.926, -2.377], [1.191, -4.522, -2.246], [-0.414, -5.120, -1.810], [2.145, -5.375, -0.066], [2.130, -4.368, 1.372], [4.214, -3.923, 0.296], [3.237, -2.496, 0.030], [3.892, 6.091, -0.695], [2.908, 5.004, -1.019], [1.556, 5.144, -0.732], [0.630, 4.156, -1.044], [-0.817, 4.410, -0.702], [1.098, 2.985, -1.659], [-0.139, 1.625, -2.227], [2.449, 2.821, -1.981], [2.954, 1.601, -2.703], [3.330, 3.837, -1.646], [3.429, 6.891, -0.120], [4.297, 6.524, -1.611], [4.732, 5.697, -0.123], [1.208, 6.057, -0.260], [-0.970, 5.464, -0.481], [-1.125, 3.862, 0.194], [-1.489, 4.134, -1.516], [2.813, 0.703, -2.096], [4.016, 1.700, -2.919], [2.430, 1.459, -3.650], [4.379, 3.720, -1.894]], "mulliken_spin": [2.5831, -0.0428, 0.0578, -0.0057, -0.0007, -0.0001, 0.0002, 0.0000, 0.0000, 0.0000, -0.0194, 0.0190, 0.0139, -0.0257, 0.0279, -0.0177, -0.0005, -0.0010, -0.0001, 0.0004, 0.0002, 0.0000, -0.0012, 0.0000, 0.0000, 0.0000, 0.0000, 0.0289, 0.0079, 0.0203, 0.0314, 0.0837, -0.0164, 0.0016, -0.0005, -0.0001, -0.0013, 0.0039, -0.0039, 0.0040, 0.0000, 0.0004, -0.0001, 0.0009, -0.0067, -0.0010, -0.0001, 0.0000, 0.0000, 0.0001, 0.0010, 0.0000, 0.0001, 0.0000, -0.0001, 0.0025, 0.0091, -0.0013, -0.0149, -0.0006, 0.0130, 0.0017, 0.0026, 0.0001, -0.0007, -0.0004, 0.0000, -0.0012, -0.0016, 0.0074, -0.0013, 0.0006, 0.0005, -0.0007, 0.0004, -0.0026, 0.0001, -0.0050, 0.0059, -0.0158, -0.0012, 0.1286, 0.1649, -0.0382, 0.0374, 0.0073, -0.0001, -0.0005, -0.0003, 0.0005, 0.0008, 0.0029, -0.0034, -0.0387, -0.0005, 0.0011, 0.0003]}

---

(2)
{"formula": "C35H49AsN3O6S2Si2W", "method": "wB97M-V/def2-TZVPD", "e_homo_ev": -4.883, "homo_lumo_gap_ev": 7.04, "total_charge": -1, "multiplicity": 1, "largest_force_ha_per_bohr": 0.0176, "elements": ["W", "C", "Si", "C", "C", "C", "C", "C", "C", "C", "C", "N", "Si", "C", "C", "C", "H", "H", "H", "H", "H", "H", "H", "H", "H", "H", "H", "H", "H", "H", "H", "H", "H", "H", "H", "H", "H", "H", "O", "As", "O", "O", "C", "C", "C", "C", "C", "C", "S", "O", "O", "O", "H", "H", "H", "H", "H", "C", "C", "C", "C", "C", "C", "C", "C", "C", "C", "C", "C", "N", "H", "H", "H", "H", "H", "H", "H", "H", "H", "H", "H", "H", "H", "H", "H", "H", "H", "S", "C", "N", "C", "C", "C", "C", "H", "H", "H", "H", "H"], "xyz": [[0.290, 0.405, -0.280], [0.472, 2.761, 4.075], [-0.628, 2.051, 2.720], [-0.880, 3.446, 1.499], [-2.292, 1.779, 3.570], [0.171, 0.476, 1.970], [1.672, 0.722, 1.987], [2.606, 0.625, 2.968], [3.981, 0.760, 2.579], [4.336, 1.129, 1.336], [3.289, 1.513, 0.360], [2.011, 1.014, 0.695], [-0.274, -1.075, 2.941], [-2.066, -1.598, 2.703], [-0.041, -0.927, 4.814], [0.756, -2.543, 2.417], [-0.037, 3.631, 4.501], [1.435, 3.087, 3.685], [0.655, 2.050, 4.883], [-1.301, 4.291, 2.054], [-1.562, 3.184, 0.692], [0.059, 3.788, 1.060], [-2.560, 2.736, 4.029], [-2.265, 1.035, 4.365], [-3.079, 1.516, 2.864], [2.334, 0.393, 3.984], [4.752, 0.519, 3.303], [5.369, 1.176, 1.018], [3.547, 1.248, -0.664], [-2.737, -0.787, 2.990], [-2.270, -2.474, 3.324], [-2.237, -1.854, 1.655], [-0.653, -0.151, 5.273], [0.997, -0.743, 5.090], [-0.328, -1.885, 5.260], [0.558, -2.752, 1.365], [0.478, -3.427, 2.998], [1.826, -2.371, 2.539], [0.168, 2.462, -3.317], [1.640, 1.523, -3.292], [1.878, 0.634, -4.626], [1.596, 0.675, -1.808], [3.067, 2.822, -3.151], [3.946, 2.837, -4.232], [4.982, 3.757, -4.274], [5.144, 4.671, -3.239], [4.279, 4.657, -2.158], [3.252, 3.726, -2.114], [2.200, 3.730, -0.641], [2.165, 5.130, -0.205], [3.270, 3.028, 0.363], [-0.844, 1.539, -0.910], [-0.371, 2.261, -2.525], [3.791, 2.121, -5.029], [5.661, 3.766, -5.117], [5.948, 5.397, -3.276], [4.378, 5.362, -1.342], [-2.682, -0.498, -2.930], [-2.478, -1.961, -2.534], [-2.963, -2.294, -1.124], [-1.055, -2.437, -2.776], [-0.869, -3.189, -3.931], [0.363, -3.703, -4.280], [1.413, -3.534, -3.403], [1.283, -2.832, -2.207], [2.487, -3.020, -1.282], [2.266, -4.305, -0.472], [2.987, -1.886, -0.400], [0.049, -2.184, -1.924], [-0.022, -1.244, -0.889], [-3.731, -0.207, -2.838], [-2.368, -0.351, -3.966], [-2.095, 0.156, -2.295], [-3.090, -2.567, -3.210], [-2.431, -1.709, -0.378], [-2.805, -3.357, -0.918], [-4.032, -2.080, -1.029], [-1.723, -3.344, -4.581], [0.496, -4.243, -5.209], [2.374, -3.979, -3.636], [3.315, -3.233, -1.965], [1.371, -4.237, 0.143], [3.116, -4.494, 0.189], [2.144, -5.163, -1.137], [2.349, -1.703, 0.463], [3.075, -0.963, -0.966], [3.975, -2.152, -0.013], [-3.408, 0.844, 0.314], [-4.904, 0.158, 0.500], [-5.047, -1.021, 1.202], [-6.209, -1.702, 1.358], [-7.362, -1.233, 0.828], [-7.303, -0.011, 0.102], [-6.132, 0.655, -0.053], [-4.187, -1.399, 1.583], [-6.140, -2.621, 1.923], [-8.285, -1.776, 0.954], [-8.209, 0.390, -0.336], [-6.068, 1.580, -0.608]], "lowdin_charge": [1.6782, -0.1701, 0.4546, -0.1788, -0.1962, -0.4403, -0.4562, -0.0833, -0.0850, -0.0477, -0.3736, -0.1298, 0.4430, -0.1826, -0.1723, -0.1794, 0.0307, 0.0340, 0.0220, 0.0382, -0.0046, -0.0001, 0.0333, 0.0096, -0.0295, 0.0785, 0.0985, 0.0994, 0.1135, 0.0042, 0.0397, -0.0009, 0.0128, 0.0160, 0.0285, -0.0032, 0.0375, 0.0353, -0.2451, 0.9118, -0.4454, -0.5728, -0.2538, -0.0877, -0.0809, -0.0766, -0.0689, -0.3331, 0.9150, -0.4465, -0.3081, -0.5646, -0.0095, 0.0954, 0.0993, 0.1004, 0.1112, -0.0597, -0.3705, -0.0911, -0.1404, -0.0525, -0.0826, -0.0589, -0.1237, -0.3586, -0.0598, -0.0769, -0.2147, -0.1416, 0.0718, 0.0852, 0.0220, 0.1172, 0.0054, 0.0862, 0.0662, 0.1060, 0.0971, 0.1090, 0.1187, 0.0611, 0.0779, 0.0747, 0.0336, 0.0523, 0.0870, 0.7679, -0.7430, 0.0487, -0.0924, -0.0876, -0.0735, -0.0889, 0.0864, 0.1252, 0.0955, 0.1047, 0.1026]}

---

(3)
{"formula": "C35H49Br8ClN5O3PS", "method": "wB97M-V/def2-TZVPD", "e_homo_ev": -8.495, "homo_lumo_gap_ev": 8.07, "total_charge": 0, "multiplicity": 1, "largest_force_ha_per_bohr": 0.0454, "elements": ["C", "C", "C", "C", "C", "C", "C", "C", "C", "C", "C", "N", "O", "C", "N", "C", "S", "C", "N", "C", "C", "C", "C", "C", "C", "N", "C", "O", "C", "C", "C", "C", "N", "C", "C", "P", "O", "Cl", "H", "H", "H", "H", "H", "H", "H", "H", "H", "H", "H", "H", "H", "H", "H", "H", "H", "H", "H", "H", "H", "H", "H", "H", "H", "H", "H", "H", "H", "H", "H", "H", "H", "Br", "C", "C", "Br", "H", "H", "H", "H", "Br", "C", "C", "Br", "H", "H", "H", "H", "Br", "C", "C", "Br", "H", "H", "H", "H", "Br", "C", "C", "Br", "H", "H", "H", "H"], "xyz": [[-3.779, -1.186, 0.818], [-3.630, -2.303, -0.262], [-4.779, -2.310, -1.298], [-4.601, -1.178, -2.358], [-4.297, -1.655, -3.806], [-3.196, -0.773, -4.489], [-1.930, -0.650, -3.652], [-1.490, 0.649, -3.143], [-2.363, 1.852, -3.567], [-1.743, 3.275, -3.550], [-2.013, 4.074, -2.243], [-2.273, 3.432, -1.029], [-2.027, 5.288, -2.331], [-0.382, 0.714, -2.335], [0.065, 1.963, -1.746], [1.058, 2.428, -2.278], [2.378, 2.910, -2.964], [0.399, -0.438, -1.985], [1.473, -0.235, -1.154], [2.098, -1.358, -0.926], [3.304, -1.312, 0.018], [3.105, -1.869, 1.277], [4.211, -1.880, 2.155], [5.368, -1.318, 1.604], [5.442, -0.754, 0.334], [4.389, -0.749, -0.481], [1.754, -2.639, -1.482], [2.526, -3.712, -1.180], [2.910, -4.430, -2.377], [4.136, -5.326, -2.116], [4.073, -6.108, -0.777], [3.852, -7.638, -0.948], [0.726, -2.805, -2.265], [0.008, -1.667, -2.516], [-1.158, -1.769, -3.339], [-1.472, -3.538, -3.865], [-2.583, -4.014, -2.708], [-2.338, -3.580, -5.773], [-3.952, -1.605, 1.822], [-4.586, -0.466, 0.610], [-2.833, -0.622, 0.899], [-2.645, -2.192, -0.737], [-3.681, -3.267, 0.272], [-5.701, -2.090, -0.726], [-4.947, -3.284, -1.776], [-5.555, -0.621, -2.380], [-3.859, -0.466, -1.955], [-5.209, -1.440, -4.395], [-4.131, -2.729, -3.919], [-3.715, 0.188, -4.616], [-2.987, -1.096, -5.520], [-2.624, 1.670, -4.618], [-3.266, 1.862, -2.929], [-0.686, 3.315, -3.842], [-2.272, 3.862, -4.320], [-2.273, 2.423, -1.109], [-1.628, 3.717, -0.301], [2.148, -2.298, 1.578], [4.167, -2.331, 3.170], [6.281, -1.318, 2.209], [6.396, -0.332, 0.008], [3.167, -3.681, -3.143], [2.084, -5.036, -2.783], [5.009, -4.653, -2.060], [4.252, -5.999, -2.978], [3.298, -5.734, -0.093], [5.033, -5.976, -0.251], [4.081, -8.112, 0.018], [2.801, -7.860, -1.191], [4.483, -8.053, -1.747], [-2.381, -4.956, -2.603], [5.772, -2.693, 4.519], [5.839, -2.824, 6.463], [5.724, -4.253, 6.923], [3.890, -4.894, 6.800], [5.048, -2.187, 6.848], [6.805, -2.409, 6.744], [5.986, -4.338, 7.976], [6.337, -4.937, 6.343], [-2.020, 2.881, 2.837], [-1.085, 4.367, 3.676], [-0.985, 5.548, 2.748], [0.378, 5.264, 1.389], [-0.117, 3.991, 3.993], [-1.679, 4.620, 4.553], [-0.668, 6.437, 3.292], [-1.913, 5.761, 2.224], [-4.712, 3.507, 5.353], [-5.850, 4.279, 3.978], [-7.094, 3.458, 3.768], [-6.716, 1.844, 2.747], [-5.244, 4.371, 3.081], [-6.105, 5.272, 4.344], [-7.819, 4.009, 3.172], [-7.558, 3.143, 4.698], [2.637, 9.198, 3.385], [2.182, 8.480, 1.631], [3.323, 8.628, 0.662], [3.483, 10.460, 0.020], [1.278, 8.987, 1.307], [1.963, 7.428, 1.805], [3.145, 8.029, -0.230], [4.283, 8.359, 1.091]], "lowdin_charge": [-0.1049, -0.2574, -0.2123, -0.1786, -0.1974, -0.1876, -0.1527, -0.0851, -0.1228, -0.0963, -0.5059, 0.1469, 0.0449, -0.1313, 0.0993, -0.7721, 0.7818, -0.1418, 0.2401, -0.1149, -0.2444, 0.0002, -0.1275, -0.1150, -0.1275, 0.1321, -0.2759, -0.0337, -0.1715, -0.1668, -0.2469, -0.1166, 0.1847, -0.2204, -0.2498, 0.6503, -0.3427, 0.2195, 0.0677, 0.0630, 0.0611, 0.0819, 0.1008, 0.1036, 0.0952, 0.1081, 0.0979, 0.1121, 0.0455, 0.0930, 0.0733, 0.1081, 0.1255, 0.1008, 0.1195, 0.0638, 0.0329, 0.1252, -0.0375, 0.0576, 0.1107, 0.1298, 0.1220, 0.1103, 0.1138, 0.1011, 0.1018, 0.0668, 0.0702, 0.0674, 0.0469, 0.8251, -0.6525, -0.6987, 0.6102, 0.0549, 0.0590, 0.0576, 0.0506, 0.5977, -0.6841, -0.6631, 0.6787, 0.0525, 0.0414, 0.0613, 0.0562, 0.5954, -0.6908, -0.6981, 0.5995, 0.0435, 0.0575, 0.0574, 0.0496, 0.5928, -0.7250, -0.6968, 0.5999, 0.0533, -0.0333, 0.0581, 0.0504]}